Formula: C3H4N2O2S
Source: OMol25
Level of theory: the ωB97M-V functional and the def2-TZVPD basis

Bonds (Å) are listed after each position.
Cartesian coordinates (Å):
1 S 3.7322 -0.2251 0.0986  C8 1.644
2 O 0.0026 0.8679 -0.6056  N4 1.339, C7 1.403
3 O 1.3055 -1.2300 -0.4449  N5 1.292, C8 1.420
4 N 1.1805 0.9379 0.0263  O2 1.339, C8 1.411, H11 1.073
5 N 0.0501 -1.3751 -0.1770  O3 1.292, C7 1.278
6 C -2.0794 -0.2511 0.3296  C7 1.530, H9 1.276, H10 1.152, H12 1.052
7 C -0.6569 -0.3124 -0.2306  O2 1.403, N5 1.278, C6 1.530
8 C 2.1183 -0.0951 -0.1840  S1 1.644, O3 1.420, N4 1.411
9 H -2.0543 0.5185 1.3474  C6 1.276
10 H -2.6040 0.4311 -0.4366  C6 1.152
11 H 1.5352 1.9217 -0.2132  N4 1.073
12 H -2.5297 -1.1882 0.4899  C6 1.052

## Properties
- E_LUMO: -0.008 eV
- E_tot: -21081.113 eV
- Spin multiplicity: 1
- Highest occupied orbital energy: -9.32 eV
- HOMO-LUMO gap: 0.342 hartree
- Energy above the lowest of the compared OMol25 structures with the same formula, charge and spin: 551.8 kJ/mol

Okay, here come the Mulliken numbers, in e, for every atom:
1 S -0.26
2 O -0.25
3 O -0.18
4 N -0.21
5 N -0.32
6 C -0.87
7 C 0.73
8 C 0.23
9 H 0.22
10 H 0.27
11 H 0.31
12 H 0.33

=====

Formula: C3H4N2O2S2
Source: OMol25
Level of theory: the ωB97M-V functional and the def2-TZVPD basis

Bonds (Å) are listed after each position.
Cartesian coordinates (Å):
1 S 4.5148 -1.1997 0.5420  S2 2.112, N6 1.649
2 S 5.5518 0.4598 -0.2528  S1 2.112, N6 1.715
3 O 2.8261 2.2539 0.1679  C9 1.180
4 O -0.6569 1.5712 0.3724  C8 1.355, H10 0.983
5 N -0.7508 -0.6981 0.0409  C8 1.387, H11 0.993, H12 1.007
6 N 4.1228 -0.3177 -0.7950  S1 1.649, S2 1.715
7 C 1.3971 0.2174 0.1586  C8 1.391, C9 1.320, H13 1.150
8 C 0.0297 0.4488 0.0468  O4 1.355, N5 1.387, C7 1.391
9 C 2.2467 1.2271 0.1217  O3 1.180, C7 1.320
10 H -0.2995 2.3778 0.8052  O4 0.983
11 H -1.6969 -0.5108 0.2790  N5 0.993
12 H -0.6169 -1.4819 -0.5765  N5 1.007
13 H 1.8325 -0.8472 0.1369  C7 1.150

## Properties
- E_LUMO (spin up / spin down): -1.182 / -1.315 eV
- E_tot: -31915.675 eV
- Spin multiplicity: 3
- Highest occupied orbital energy (spin up / spin down): -5.13 / -8.98 eV
- HOMO-LUMO gap (spin up / spin down): 0.145 / 0.282 hartree
- Energy above the lowest of the compared OMol25 structures with the same formula, charge and spin: 61.7 kJ/mol

Okay, here come the Mulliken numbers, in e, for every atom:
1 S 0.10
2 S 0.04
3 O -0.43
4 O -0.55
5 N -0.45
6 N -0.18
7 C -0.12
8 C 0.20
9 C 0.56
10 H 0.33
11 H 0.21
12 H 0.21
13 H 0.09

=====

Formula: C3H4N2O3
Source: OMol25
Level of theory: the ωB97M-V functional and the def2-TZVPD basis

Bonds (Å) are listed after each position.
Cartesian coordinates (Å):
1 O -3.0514 -0.9251 -0.2647  C8 1.196
2 O 2.0859 -1.0145 -0.2506  N5 1.357, H11 0.944
3 O -1.6578 1.5227 -0.1638  C7 1.178
4 N 1.1010 1.4358 -0.1233  C6 1.421, H9 0.979, H10 1.021
5 N 0.7477 -0.9569 -0.0345  O2 1.357, C6 1.261
6 C 0.3469 0.2382 0.0080  N4 1.421, N5 1.261, C7 1.508
7 C -1.1419 0.4769 -0.0001  O3 1.178, C6 1.508, C8 1.546
8 C -1.9143 -0.8585 0.0997  O1 1.196, C7 1.546, H12 1.085
9 H 0.5157 2.2211 -0.1204  N4 0.979
10 H 1.9827 1.4122 0.3914  N4 1.021
11 H 2.3209 -1.9222 -0.1378  O2 0.944
12 H -1.3355 -1.6297 0.5964  C8 1.085

## Properties
- E_LUMO: -0.612 eV
- E_tot: -12295.979 eV
- Spin multiplicity: 1
- Highest occupied orbital energy: -9.62 eV
- HOMO-LUMO gap: 0.331 hartree
- Energy above the lowest of the compared OMol25 structures with the same formula, charge and spin: 291.1 kJ/mol

Okay, here come the Mulliken numbers, in e, for every atom:
1 O -0.41
2 O -0.41
3 O -0.52
4 N -0.48
5 N -0.31
6 C 0.29
7 C 0.68
8 C -0.05
9 H 0.25
10 H 0.24
11 H 0.36
12 H 0.35

=====

Formula: C3H4N2O3
Source: OMol25
Level of theory: the ωB97M-V functional and the def2-TZVPD basis

Bonds (Å) are listed after each position.
Cartesian coordinates (Å):
1 O -1.3029 0.0574 -2.5128  N4 1.406, H10 0.947
2 O -0.0498 -1.7997 -0.3394  C7 1.219
3 O -0.2031 1.3941 -1.2270  N4 1.196, N5 1.306
4 N -0.2558 0.2574 -1.5959  O1 1.406, O3 1.196, C7 1.413
5 N 0.2410 1.5580 -0.0103  O3 1.306, C8 1.407
6 C 0.6909 -0.1165 1.7911  C8 1.478, H9 1.288, H11 1.048, H12 1.097
7 C 0.0985 -0.6051 -0.5344  O2 1.219, N4 1.413, C8 1.305
8 C 0.5359 0.2340 0.3636  N5 1.407, C6 1.478, C7 1.305
9 H -0.3665 -0.8352 1.9448  C6 1.288
10 H -2.1169 -0.2212 -2.1175  O1 0.947
11 H 1.6056 -0.6246 1.8572  C6 1.048
12 H 1.1231 0.7014 2.3806  C6 1.097

## Properties
- E_LUMO: -0.373 eV
- E_tot: -12290.899 eV
- Spin multiplicity: 1
- Highest occupied orbital energy: -9.51 eV
- HOMO-LUMO gap: 0.336 hartree
- Energy above the lowest of the compared OMol25 structures with the same formula, charge and spin: 781.2 kJ/mol

Okay, here come the Mulliken numbers, in e, for every atom:
1 O -0.38
2 O -0.63
3 O -0.09
4 N 0.36
5 N -0.32
6 C -0.93
7 C 0.42
8 C 0.31
9 H 0.22
10 H 0.34
11 H 0.32
12 H 0.35

=====

Formula: C3H4N2O3
Source: OMol25
Level of theory: the ωB97M-V functional and the def2-TZVPD basis

Bonds (Å) are listed after each position.
Cartesian coordinates (Å):
1 O -0.5068 1.2705 -0.8448  N4 1.324, C7 1.365
2 O 0.2027 -1.5169 -0.0036  N5 1.409, C6 1.414
3 O 1.0688 -1.2840 -2.1932  C6 1.255
4 N -1.3215 1.1818 0.1948  O1 1.324, C8 1.254
5 N -0.0559 -0.7305 1.1359  O2 1.409, C8 1.498, H12 1.053
6 C 0.7490 -0.7884 -1.0853  O2 1.414, O3 1.255, C7 1.577
7 C 0.7572 0.7593 -0.7833  O1 1.365, C6 1.577, H9 1.109, H10 1.193
8 C -1.1898 0.2414 1.0133  N4 1.254, N5 1.498, H11 1.059
9 H 1.4410 1.1931 -1.5411  C7 1.109
10 H 1.0342 0.9040 0.3685  C7 1.193
11 H -1.8624 0.1622 1.8268  C8 1.059
12 H -0.3166 -1.3925 1.9120  N5 1.053

## Properties
- E_LUMO: 0.499 eV
- E_tot: -12293.524 eV
- Spin multiplicity: 1
- Highest occupied orbital energy: -9.46 eV
- HOMO-LUMO gap: 0.366 hartree
- Energy above the lowest of the compared OMol25 structures with the same formula, charge and spin: 527.9 kJ/mol

Okay, here come the Mulliken numbers, in e, for every atom:
1 O -0.15
2 O -0.19
3 O -0.53
4 N -0.37
5 N -0.39
6 C 0.56
7 C -0.38
8 C 0.06
9 H 0.29
10 H 0.37
11 H 0.40
12 H 0.33

=====

Formula: C3H4N2O3
Source: OMol25
Level of theory: the ωB97M-V functional and the def2-TZVPD basis

Bonds (Å) are listed after each position.
Cartesian coordinates (Å):
1 O -2.2956 -1.4415 -0.1060  N5 1.427, H9 1.122
2 O 0.0860 -1.2396 0.2942  N5 1.697, C8 1.412
3 O -2.3445 1.3217 0.1764  C6 1.182
4 N 2.1580 -0.1097 0.0178  C8 1.326, H11 1.218, H12 1.096
5 N -1.2233 -0.6429 -0.6052  O1 1.427, O2 1.697, C6 1.553
6 C -1.3095 0.8232 -0.1012  O3 1.182, N5 1.553, C7 1.435
7 C 0.1008 1.0830 -0.0600  C6 1.435, C8 1.395, H10 1.094
8 C 0.8351 -0.1028 -0.0788  O2 1.412, N4 1.326, C7 1.395
9 H -2.3183 -1.3499 1.0115  O1 1.122
10 H 0.7573 1.9552 -0.1327  C7 1.094
11 H 2.8923 0.7838 -0.3658  N4 1.218
12 H 2.6617 -1.0805 -0.0503  N4 1.096

## Properties
- E_LUMO: 0.079 eV
- E_tot: -12292.754 eV
- Spin multiplicity: 1
- Highest occupied orbital energy: -8.88 eV
- HOMO-LUMO gap: 0.329 hartree
- Energy above the lowest of the compared OMol25 structures with the same formula, charge and spin: 602.2 kJ/mol

Okay, here come the Mulliken numbers, in e, for every atom:
1 O -0.36
2 O -0.39
3 O -0.51
4 N -0.50
5 N 0.10
6 C 0.46
7 C -0.50
8 C 0.51
9 H 0.36
10 H 0.23
11 H 0.31
12 H 0.30

=====

Formula: C3H4N2O3
Source: OMol25
Level of theory: the ωB97M-V functional and the def2-TZVPD basis

Bonds (Å) are listed after each position.
Cartesian coordinates (Å):
1 O -0.4359 -1.3806 0.2717  N4 1.385, C8 1.356
2 O -2.0246 1.5335 -0.1839  N5 1.208
3 O -2.8015 -0.4711 -0.3723  N5 1.203
4 N -0.8845 -0.1269 0.6537  O1 1.385, N5 1.372
5 N -1.9683 0.3343 -0.0505  O2 1.208, O3 1.203, N4 1.372
6 C 1.4827 -0.1791 -0.2311  C7 1.459, C8 1.330, H9 1.073
7 C 0.7778 0.9743 0.3178  C6 1.459, H10 1.083, H12 1.082
8 C 0.8269 -1.3366 -0.2212  O1 1.356, C6 1.330, H11 1.073
9 H 2.4732 -0.0820 -0.6324  C6 1.073
10 H 0.4024 1.7564 -0.3298  C7 1.083
11 H 1.1647 -2.2982 -0.5571  C8 1.073
12 H 0.9873 1.2759 1.3351  C7 1.082

## Properties
- E_LUMO: -0.199 eV
- E_tot: -12291.123 eV
- Spin multiplicity: 1
- Highest occupied orbital energy: -9.56 eV
- HOMO-LUMO gap: 0.344 hartree
- Energy above the lowest of the compared OMol25 structures with the same formula, charge and spin: 759.6 kJ/mol

Okay, here come the Mulliken numbers, in e, for every atom:
1 O -0.24
2 O -0.62
3 O -0.60
4 N -0.35
5 N 1.15
6 C -0.30
7 C -0.13
8 C -0.20
9 H 0.36
10 H 0.28
11 H 0.44
12 H 0.22

=====

Formula: C3H4N2O3
Source: OMol25
Level of theory: the ωB97M-V functional and the def2-TZVPD basis

Bonds (Å) are listed after each position.
Cartesian coordinates (Å):
1 O -0.1161 1.9623 -0.5622  C8 1.252
2 O 1.0008 -1.3886 -0.5585  N4 1.368, N5 1.365
3 O -1.1033 -0.8344 -0.8265  N4 1.314, C6 1.467
4 N 0.1315 -0.3963 -0.9222  O2 1.368, O3 1.314, C8 1.420
5 N 2.0812 -0.7875 0.0198  O2 1.365, C7 1.341
6 C -1.6219 -0.4081 0.4783  O3 1.467, H10 1.198, H11 1.087, H12 1.116
7 C 1.8419 0.5317 -0.0053  N5 1.341, C8 1.442, H9 1.126
8 C 0.5200 0.8884 -0.4593  O1 1.252, N4 1.420, C7 1.442
9 H 2.5529 1.0518 0.6963  C7 1.126
10 H -1.4659 0.7694 0.3243  C6 1.198
11 H -2.7077 -0.4362 0.5052  C6 1.087
12 H -1.1135 -0.9524 1.3101  C6 1.116

## Properties
- E_LUMO: -0.453 eV
- E_tot: -12292.443 eV
- Spin multiplicity: 1
- Highest occupied orbital energy: -10.13 eV
- HOMO-LUMO gap: 0.356 hartree
- Energy above the lowest of the compared OMol25 structures with the same formula, charge and spin: 632.2 kJ/mol

Okay, here come the Mulliken numbers, in e, for every atom:
1 O -0.62
2 O -0.12
3 O -0.33
4 N 0.39
5 N -0.22
6 C -0.59
7 C -0.40
8 C 0.72
9 H 0.35
10 H 0.28
11 H 0.33
12 H 0.23

=====

Formula: C3H4N2O4
Source: OMol25
Level of theory: the ωB97M-V functional and the def2-TZVPD basis

Bonds (Å) are listed after each position.
Cartesian coordinates (Å):
1 O 0.2774 1.6634 1.4816  C7 1.221
2 O -1.3960 1.7051 -0.0180  C7 1.350, H13 0.974
3 O -1.2097 -2.0894 0.6111  N5 1.407, H11 0.977
4 O 1.1947 -1.8959 -0.4785  C9 1.326, H12 0.974
5 N -0.8468 -0.8651 0.0208  O3 1.407, C9 1.316
6 N 1.6003 1.1198 -1.4081  C8 1.272, H10 1.027
7 C -0.2628 1.1825 0.4975  O1 1.221, O2 1.350, C8 1.686
8 C 0.7899 0.5137 -0.6374  N6 1.272, C7 1.686, C9 1.455
9 C 0.3556 -0.8695 -0.5144  O4 1.326, N5 1.316, C8 1.455
10 H 2.3887 1.5675 -0.9258  N6 1.027
11 H -1.9873 -1.8544 1.1546  O3 0.977
12 H 0.6692 -2.6913 -0.2789  O4 0.974
13 H -1.5732 2.5136 0.4957  O2 0.974

## Properties
- E_LUMO: -0.883 eV
- E_tot: -14341.299 eV
- Spin multiplicity: 1
- Highest occupied orbital energy: -8.75 eV
- HOMO-LUMO gap: 0.289 hartree
- Energy above the lowest of the compared OMol25 structures with the same formula, charge and spin: 520.5 kJ/mol

Okay, here come the Mulliken numbers, in e, for every atom:
1 O -0.58
2 O -0.46
3 O -0.50
4 O -0.42
5 N -0.19
6 N -0.61
7 C 0.88
8 C 0.13
9 C 0.35
10 H 0.31
11 H 0.34
12 H 0.39
13 H 0.35

=====

Formula: C3H4N2O5
Source: OMol25
Level of theory: the ωB97M-V functional and the def2-TZVPD basis

Bonds (Å) are listed after each position.
Cartesian coordinates (Å):
1 O 0.5350 2.5310 -0.0832  C10 1.180
2 O 0.3937 -1.5921 -1.1122  C8 1.385, H13 0.989
3 O 0.3851 -1.8472 1.1653  C8 1.353, H11 1.022
4 O 2.0853 0.3651 0.0285  N7 1.402, H14 1.050
5 O -2.6199 -0.8227 0.2124  C9 1.183
6 N -1.3520 1.2167 0.1741  C9 1.354, C10 1.400, H12 1.097
7 N 0.7076 0.3094 0.2842  O4 1.402, C8 1.413, C10 1.375
8 C 0.2028 -1.0004 0.1256  O2 1.385, O3 1.353, N7 1.413
9 C -1.6904 -0.0944 0.1457  O5 1.183, N6 1.354
10 C 0.0193 1.4816 0.0745  O1 1.180, N6 1.400, N7 1.375
11 H -0.0077 -2.6749 0.7134  O3 1.022
12 H -2.0818 1.9874 -0.1013  N6 1.097
13 H 1.1995 -1.2625 -1.5804  O2 0.989
14 H 2.2234 1.4031 -0.0465  O4 1.050

## Properties
- E_LUMO: 0.423 eV
- E_tot: -16390.588 eV
- Spin multiplicity: 1
- Highest occupied orbital energy: -8.69 eV
- HOMO-LUMO gap: 0.335 hartree
- Energy above the lowest of the compared OMol25 structures with the same formula, charge and spin: 117.3 kJ/mol

Okay, here come the Mulliken numbers, in e, for every atom:
1 O -0.58
2 O -0.55
3 O -0.49
4 O -0.48
5 O -0.46
6 N -0.10
7 N 0.08
8 C 0.40
9 C 0.33
10 C 0.43
11 H 0.39
12 H 0.32
13 H 0.34
14 H 0.38